No. 1
Molecular formula: C3H6N2O
Method: DFT, ωB97M-V with the def2-TZVPD basis set

Geometry as XYZ:
```
12
Properties=species:S:1:pos:R:3:forces:R:3:mulliken_charge:R:1
N -1.76493 -0.69423 0.00843 -0.072 -0.566 -0.516 -0.34
C -0.81998 0.06460 0.50714 0.123 1.471 0.952 0.30
O -0.90605 1.09767 1.22159 -3.147 -1.917 0.104 -0.43
C 0.65383 -0.08374 0.17671 -0.552 1.098 1.828 0.41
C 1.05433 -0.38985 -1.16346 0.756 0.683 -0.701 -1.05
N 0.77242 1.37663 0.67131 3.502 -0.224 -1.612 -0.55
H -2.74969 -0.47984 0.07934 0.213 -0.052 -0.004 0.25
H -1.39915 -1.31968 -0.71609 -0.535 0.107 0.263 0.27
H 1.10751 -0.76113 0.90552 -0.038 -0.048 -0.025 0.27
H 0.73581 0.29334 -1.95031 -0.041 -0.222 0.062 0.31
H 2.01118 -0.88035 -1.31809 -0.252 -0.094 -0.034 0.29
H 1.29629 1.40887 1.55885 0.042 -0.236 -0.315 0.28
```
Forces are in eV/Å.

**Relative energy (zero: lowest compared OMol25 entry of this formula, charge and spin)**: 137.1 kcal/mol
**Net charge**: 0
**HOMO (spin up / spin down)**: -8.31 / -6.77 eV
**E_LUMO (spin up / spin down)**: 0.82 / -0.39 eV
**Molar mass**: 86.1 g mol⁻¹
**2S+1**: 1
**Frontier orbital gap (spin up / spin down)**: 9.14 / 6.38 eV

No. 2
Molecular formula: C3H6N2O
Method: DFT, ωB97M-V with the def2-TZVPD basis set

Geometry as XYZ:
```
12
Properties=species:S:1:pos:R:3:forces:R:3:mulliken_charge:R:1
N 1.73576 -0.05206 -0.29744 0.052 0.047 0.165 -0.39
C 0.88010 0.81758 0.29898 -0.017 0.110 0.037 0.13
O 1.10418 1.99794 0.49445 -0.033 -0.394 -0.027 -0.62
C -0.48409 0.22363 0.64348 -0.155 0.366 -0.186 0.45
C -1.28574 -0.15063 -0.51734 0.088 1.143 -0.367 -0.73
N -0.61813 -1.20103 0.56904 -0.234 -0.345 -0.804 -0.66
H 2.68144 0.25605 -0.46533 -0.159 -0.027 0.023 0.24
H 1.53260 -1.03827 -0.20924 -0.030 0.115 -0.036 0.26
H -0.98765 0.81812 1.40964 0.113 -0.260 0.078 0.39
H -0.83832 -0.12598 -1.50016 0.026 -0.025 -0.041 0.32
H -2.35227 0.05827 -0.42223 0.171 -0.266 -0.129 0.31
H -1.41568 -1.51311 -0.12688 0.176 -0.462 1.288 0.30
```
Forces are in eV/Å.

**Relative energy (zero: lowest compared OMol25 entry of this formula, charge and spin)**: 81.3 kcal/mol
**Net charge**: 0
**HOMO**: -9.15 eV
**E_LUMO**: 0.95 eV
**Molar mass**: 86.1 g mol⁻¹
**2S+1**: 1
**Frontier orbital gap**: 10.10 eV

No. 3
Molecular formula: C3H6N2O
Method: DFT, ωB97M-V with the def2-TZVPD basis set

Geometry as XYZ:
```
12
Properties=species:S:1:pos:R:3:forces:R:3:mulliken_charge:R:1
C 1.45307 -0.10907 0.07215 2.187 0.439 -1.231 -1.02
C -0.72192 -1.10320 -0.07787 -1.037 -0.356 -0.541 0.12
C -0.47269 1.38612 0.00669 -0.429 -1.109 -0.828 0.13
H 1.79009 -0.48644 1.01451 -0.049 -0.453 0.707 0.36
H 1.87036 -0.74770 -0.73296 -0.600 -0.046 0.408 0.34
H 2.03654 0.80785 -0.08707 -0.545 0.158 0.148 0.31
H -0.10528 -1.97766 -0.39957 -0.256 0.768 0.506 0.29
H -2.49384 -0.40465 0.28529 0.902 -1.277 -0.292 0.30
H 0.21261 2.21261 -0.09407 1.108 0.098 0.280 0.33
N 0.05358 0.09950 -0.02497 -0.910 -0.011 0.253 0.04
N -1.97645 -1.30613 0.06517 0.617 1.810 0.247 -0.66
O -1.64607 1.62877 -0.02727 -0.989 -0.022 0.343 -0.54
```
Forces are in eV/Å.

**Structure (SMILES)**: [H]/N=C\N(C)C=O
**Relative energy (zero: lowest compared OMol25 entry of this formula, charge and spin)**: 31.5 kcal/mol
**Net charge**: 0
**HOMO**: -9.88 eV
**E_LUMO**: 0.74 eV
**Molar mass**: 86.1 g mol⁻¹
**2S+1**: 1
**Frontier orbital gap**: 10.62 eV

No. 4
Molecular formula: C3H6N2O
Method: DFT, ωB97M-V with the def2-TZVPD basis set

Geometry as XYZ:
```
12
Properties=species:S:1:pos:R:3:forces:R:3:mulliken_charge:R:1
C 0.80248 0.44466 -0.15682 -0.598 -0.942 0.495 0.10
C -1.73469 0.13223 0.02355 5.451 -1.233 0.370 0.56
C 2.25140 0.31366 0.03690 -2.576 -0.204 -1.193 -1.27
N -0.02908 -0.45928 0.11144 -2.592 0.941 -0.390 -0.58
N -2.33794 -1.04708 0.02883 -1.772 0.910 0.161 -0.30
O -1.96341 1.29274 0.13840 -0.826 -0.711 -0.127 -0.49
H 0.51924 1.39270 -0.48602 -1.021 1.843 -0.662 0.41
H 2.58852 1.19009 0.38863 1.441 3.139 1.614 0.39
H 2.39718 -0.45711 0.66006 1.115 -2.869 2.160 0.35
H 2.67130 0.19741 -0.88837 1.420 -0.658 -2.426 0.35
H -1.90696 -1.89393 -0.25159 0.874 -0.199 0.095 0.24
H -3.25804 -1.10609 0.39499 -0.916 -0.017 -0.098 0.23
```
Forces are in eV/Å.

**Structure (SMILES)**: C/C=N/C(N)=O
**Relative energy (zero: lowest compared OMol25 entry of this formula, charge and spin)**: 51.8 kcal/mol
**Net charge**: 0
**HOMO**: -8.82 eV
**E_LUMO**: 0.92 eV
**Molar mass**: 86.1 g mol⁻¹
**2S+1**: 1
**Frontier orbital gap**: 9.74 eV